Record 1
C25H30ClO3PSbV | ωB97M-V with the def2-TZVPD basis set

Properties
2S+1 = 3
Total charge = +2
Orbital gap (spin up / spin down) = 7.45 / 8.00 eV

Each line ends with the Mulliken charge.
CARTESIAN COORDINATES (ANGSTROEM)
V -0.8286 0.1133 0.0842  0.459
Cl -2.1663 1.5325 -1.1660  -0.157
C -3.0884 0.5969 -2.4461  1.118
C -4.0846 1.2919 -3.0894  -0.826
C -4.7972 0.5891 -4.0541  -0.500
C -4.4982 -0.7412 -4.3226  -0.880
C -3.4804 -1.3887 -3.6404  -0.186
C -2.7370 -0.7157 -2.6691  0.241
P -1.3661 -1.4654 -1.7517  0.580
C -2.0976 -2.8082 -0.8005  1.214
C -1.4527 -4.0275 -0.6093  -0.444
C -2.0308 -4.9858 0.2101  -0.790
C -3.2343 -4.7254 0.8514  -0.577
C -3.8726 -3.5038 0.6766  -0.812
C -3.3061 -2.5468 -0.1493  -0.646
C -0.1807 -2.0596 -2.9511  0.764
C -0.4169 -3.2215 -3.6885  -0.264
C 0.4730 -3.5945 -4.6832  -0.830
C 1.5899 -2.8125 -4.9482  -0.585
C 1.8282 -1.6561 -4.2172  -0.651
C 0.9441 -1.2795 -3.2183  -0.615
H -4.3048 2.3250 -2.8608  0.514
H -5.5903 1.0892 -4.5934  0.426
H -5.0645 -1.2774 -5.0716  0.455
H -3.2636 -2.4259 -3.8620  0.381
H -0.5038 -4.2286 -1.0883  0.409
H -1.5409 -5.9405 0.3487  0.471
H -3.6782 -5.4804 1.4863  0.438
H -4.8135 -3.3026 1.1705  0.470
H -3.8320 -1.6097 -0.3071  0.360
H -1.2801 -3.8434 -3.4849  0.405
H 0.2950 -4.4968 -5.2526  0.462
H 2.2779 -3.1065 -5.7298  0.433
H 2.6995 -1.0501 -4.4257  0.453
H 1.1385 -0.3790 -2.6475  0.353
C 3.3543 -2.1251 1.0902  -1.738
C 1.8376 -2.1988 1.1172  1.698
C 1.3211 -3.3945 1.9073  -1.571
O 1.2965 -2.1841 -0.2141  -0.108
C 1.2830 -0.9162 1.7105  -0.206
O 1.8434 -0.0729 2.3242  -0.493
O -0.1086 -0.7593 1.4236  -0.714
H 3.7518 -3.0773 0.7359  0.480
H 3.7527 -1.9417 2.0863  0.413
H 3.6963 -1.3259 0.4327  0.388
H 1.7543 -4.3064 1.4949  0.418
H 0.2350 -3.4594 1.8440  0.280
H 1.6144 -3.3262 2.9557  0.432
H 1.8660 -2.7112 -0.7868  0.237
C -1.1058 4.1708 0.7082  -1.274
Sb 0.0527 2.4824 1.2279  0.934
C -0.2070 2.4017 3.3099  -1.230
C 2.0151 3.1747 0.9378  -1.195
H -0.7848 5.0115 1.3222  0.474
H -2.1595 3.9766 0.9007  0.386
H -0.9662 4.4287 -0.3402  0.377
H -0.0485 3.4043 3.7039  0.434
H 0.5172 1.7113 3.7323  0.338
H -1.2161 2.0726 3.5463  0.428
H 2.1008 4.1312 1.4511  0.388
H 2.2110 3.3093 -0.1230  0.418
H 2.7176 2.4622 1.3633  0.365

Atomic forces in eV per Å
0.7 -0.8 0.4
-0.9 0.2 -0.8
0.3 0.4 0.4
0.0 -0.1 -0.1
0.0 0.0 0.0
0.0 0.0 0.0
0.0 0.0 0.0
0.0 0.0 -0.1
-0.1 0.0 0.1
0.0 0.0 -0.1
0.0 0.0 0.1
0.0 0.0 0.0
0.0 0.0 0.0
0.0 0.0 0.0
-0.1 0.0 0.0
0.0 0.0 -0.1
0.0 0.0 0.0
0.0 0.0 0.0
0.0 0.0 0.0
0.0 0.0 0.0
0.0 0.0 0.0
0.0 0.0 0.0
0.0 0.0 0.0
0.0 0.0 0.0
0.0 0.0 0.0
0.0 0.0 0.0
0.0 0.0 0.0
0.0 0.0 0.0
0.0 0.0 0.0
0.0 0.0 0.0
0.0 0.0 0.0
0.0 0.0 0.0
0.0 0.0 0.0
0.0 0.0 0.0
0.0 0.0 0.0
0.0 -0.1 0.0
0.1 0.0 0.0
-0.1 0.0 0.0
-0.1 0.0 -0.1
-1.1 0.2 -0.1
0.2 0.0 0.1
0.9 -0.1 0.2
0.0 0.0 0.0
0.0 0.0 0.0
0.0 0.0 0.0
0.0 0.0 0.0
0.0 0.0 0.0
0.0 0.0 0.0
0.1 0.0 0.0
-0.1 0.1 -0.1
-0.1 0.1 -0.1
0.0 0.0 0.2
0.2 -0.1 0.0
0.0 0.0 0.0
0.0 0.0 0.0
0.0 0.0 0.0
0.0 0.0 0.0
0.0 0.0 0.0
0.0 0.0 0.0
0.0 0.0 0.0
0.0 0.0 0.0
0.0 0.0 0.0

=====

Record 2
C21H47InN5OS | ωB97M-V with the def2-TZVPD basis set

Properties
Total charge = -1
Orbital gap = 6.39 eV

Each line ends with the Mulliken charge.
CARTESIAN COORDINATES (ANGSTROEM)
C 3.8195 -3.1377 1.0769  -0.807
C 5.2899 -2.6771 1.0479  -0.410
C 5.9005 -2.5896 -0.3548  -0.998
C 5.1309 -1.6782 -1.3149  -0.229
C 5.4535 -0.1963 -1.1317  -0.480
C 4.8540 0.7313 -2.2009  -0.830
C 3.5002 1.4010 -1.8637  -0.591
C 2.6420 0.7245 -0.7902  -0.027
C 1.1777 1.1758 -0.8234  -0.474
C 0.9776 2.6784 -0.5514  -1.294
In -0.9558 2.9358 0.4682  0.952
S -1.4018 5.4307 0.7139  -0.585
C -2.5100 1.9411 -0.7473  -0.871
C -3.7261 1.4337 0.0272  -0.021
C -4.6981 0.6102 -0.8436  -0.476
C -5.4729 -0.4755 -0.1084  -0.703
N -4.7095 -1.6953 0.2602  0.141
C -3.3076 -1.7768 -0.1665  -0.893
C -4.8111 -2.0139 1.6493  0.573
C -5.3583 -3.3864 1.9183  -1.212
O -4.5029 -1.2648 2.5287  -0.513
C -1.0497 2.1297 2.5585  -1.734
C 0.2045 1.4810 3.1246  0.995
N 1.3985 2.2474 2.7618  -0.482
N 0.0339 1.3523 4.6129  -0.827
N 0.3930 0.1218 2.6046  -0.467
H 3.1490 -2.3321 1.3832  -0.019
H 3.4869 -3.4774 0.0934  0.321
H 3.6790 -3.9584 1.7826  0.337
H 5.3930 -1.7093 1.5473  0.319
H 5.8832 -3.3901 1.6293  0.373
H 6.9148 -2.1818 -0.2599  0.343
H 5.9889 -3.5956 -0.7770  0.337
H 5.3876 -1.9490 -2.3463  0.329
H 4.0571 -1.8493 -1.2079  0.069
H 5.1589 0.1428 -0.1326  0.144
H 6.5478 -0.1087 -1.1650  0.501
H 5.5866 1.5168 -2.4101  0.289
H 4.7507 0.1552 -3.1278  0.403
H 3.6728 2.4380 -1.5635  0.336
H 2.8949 1.4536 -2.7757  0.248
H 3.0358 0.9496 0.2096  0.210
H 2.6803 -0.3642 -0.9165  -0.109
H 0.6516 0.5809 -0.0660  0.089
H 0.7340 0.8976 -1.7872  0.459
H 1.7944 3.0592 0.0686  0.393
H 0.9820 3.2369 -1.4947  0.391
H -2.6447 5.4229 1.2070  0.012
H -2.8367 2.5669 -1.5881  0.360
H -2.0101 1.0728 -1.1962  0.124
H -3.4134 0.8432 0.8932  -0.145
H -4.2985 2.2914 0.4033  0.353
H -5.4544 1.3044 -1.2365  0.579
H -4.1878 0.2287 -1.7333  -0.243
H -6.3433 -0.7822 -0.7026  0.315
H -5.8693 -0.0249 0.8095  0.314
H -2.6566 -1.0445 0.3201  0.318
H -3.2417 -1.6643 -1.2465  0.229
H -2.9274 -2.7743 0.0807  0.343
H -6.4363 -3.3606 1.7328  0.257
H -4.9388 -4.1007 1.2082  0.341
H -5.1613 -3.6820 2.9482  0.368
H -1.8437 1.3789 2.5840  0.252
H -1.3397 2.9603 3.2146  0.341
H 2.2222 1.7879 3.1434  0.252
H 1.3475 3.1762 3.1670  0.227
H 0.0537 2.2828 5.0195  0.311
H 0.8521 0.8655 4.9775  0.212
H 1.3639 -0.0482 2.3691  0.071
H 0.1138 -0.5501 3.3091  0.295
C -3.7679 -0.5583 -5.5508  -0.897
C -2.9910 -0.4673 -4.3230  0.392
N -2.3862 -0.3995 -3.3508  -0.315
H -4.7147 -0.0337 -5.4331  0.274
H -3.2196 -0.1084 -6.3764  0.287
H -3.9715 -1.6004 -5.7903  0.267

Atomic forces in eV per Å
0.1 0.1 0.0
0.0 -0.2 0.0
-0.1 0.3 0.1
0.0 0.0 -0.1
0.2 0.1 0.1
-0.1 0.0 0.1
-0.1 0.0 0.0
-0.1 0.0 -0.2
0.1 0.1 0.3
-0.1 0.0 -0.3
0.0 -0.1 0.2
0.2 0.2 -0.1
0.0 -0.1 0.1
-0.1 0.1 -0.3
-0.2 0.3 -0.1
0.1 0.1 0.2
-0.2 0.2 -0.2
0.0 -0.2 0.0
0.0 -0.3 -0.4
0.1 -0.2 0.0
0.0 0.5 0.5
0.2 0.1 -0.3
-0.2 0.0 0.4
0.1 -0.2 0.0
0.3 -0.2 -0.2
0.1 0.0 0.0
0.0 0.0 -0.1
0.0 -0.1 0.1
0.0 0.0 0.0
0.0 -0.1 0.0
0.1 0.1 0.0
0.0 -0.2 0.0
-0.1 0.0 0.0
0.0 0.0 0.0
0.0 0.0 -0.1
0.0 -0.1 -0.1
-0.1 0.0 0.0
-0.1 0.0 -0.1
0.0 0.0 0.0
-0.1 0.0 0.0
0.1 0.1 0.0
0.0 0.0 -0.1
0.0 0.0 0.0
0.0 0.0 -0.1
0.0 0.0 0.0
-0.1 0.0 0.0
0.1 0.0 0.1
-0.1 -0.1 0.0
0.0 0.0 0.1
0.0 0.1 0.0
-0.1 0.1 0.0
0.1 -0.1 0.3
0.0 -0.1 0.0
0.0 -0.1 0.2
0.1 -0.1 0.0
0.0 0.0 0.0
0.0 0.0 -0.1
0.0 0.0 0.1
0.0 0.0 0.0
0.0 0.0 0.0
0.0 0.0 0.1
-0.1 0.0 -0.1
0.0 0.1 0.2
-0.1 -0.1 -0.1
0.0 0.1 0.1
-0.1 0.0 -0.2
-0.2 0.0 0.0
0.0 0.1 0.0
0.0 0.0 0.0
-0.1 0.0 -0.1
-0.1 0.0 -0.1
0.0 0.0 0.0
0.1 -0.2 -0.1
0.0 0.0 0.0
0.0 0.0 0.0
0.0 0.0 0.0

=====

Record 3
C24H48GeN3S4SbSi4TeW | ωB97M-V with the def2-TZVPD basis set

Properties
Total charge = -2
Orbital gap = 4.27 eV

Each line ends with the Mulliken charge.
CARTESIAN COORDINATES (ANGSTROEM)
W 1.3610 0.8738 -0.2033  1.319
S 2.9973 2.2508 -1.1393  -0.429
Sb 4.4578 1.5156 0.7980  0.311
S 2.2319 1.3108 1.9469  -0.280
S 2.3600 -1.0209 -0.3337  -0.242
S 5.3661 3.4680 1.5430  -0.761
C -0.3327 1.8310 0.8965  -1.942
H -0.5363 1.4243 1.8859  0.441
H -1.2694 1.8547 0.3379  0.169
H 0.0333 2.8567 1.0414  0.570
C 0.0813 -6.3622 2.6714  -1.142
Si -1.6380 -5.6573 2.3352  0.262
C -1.8126 -5.4178 0.4759  -0.964
C -2.9013 -6.9804 2.8468  -1.049
Si -1.8895 -3.6468 3.4804  0.146
Te -0.4262 -1.9076 2.6100  -0.368
Si -4.1704 -3.1427 3.5425  0.694
C -5.0228 -3.4090 1.8733  -0.961
C -4.4319 -1.3494 4.0891  -1.233
C -5.1173 -4.2580 4.7546  -1.142
Si -1.3273 -4.0703 5.7128  0.205
C -2.0376 -5.6579 6.4785  -1.076
C -1.9206 -2.6245 6.7752  -1.046
C 0.5417 -4.1813 5.9140  -1.059
H 0.3575 -7.1178 1.9298  0.385
H 0.1296 -6.8221 3.6625  0.249
H 0.8196 -5.5576 2.6350  0.309
H -1.6058 -6.3502 -0.0593  0.412
H -1.1109 -4.6540 0.1324  0.185
H -2.8209 -5.0873 0.2127  0.224
H -2.6955 -7.9344 2.3502  0.387
H -3.9148 -6.6727 2.5750  0.239
H -2.8827 -7.1482 3.9265  0.248
H -4.4616 -2.9637 1.0499  -0.079
H -6.0251 -2.9685 1.8794  0.430
H -5.1250 -4.4784 1.6664  0.299
H -3.4701 -0.8356 4.1595  0.277
H -4.9224 -1.3032 5.0655  0.383
H -5.0442 -0.7982 3.3712  0.384
H -4.9067 -5.3134 4.5645  0.259
H -6.1969 -4.1037 4.6507  0.387
H -4.8439 -4.0431 5.7905  0.240
H -3.1185 -5.7360 6.3434  0.301
H -1.8259 -5.6856 7.5526  0.373
H -1.5784 -6.5407 6.0252  0.254
H -3.0105 -2.6098 6.8644  0.243
H -1.6082 -1.6843 6.3144  0.262
H -1.4954 -2.6726 7.7826  0.383
H 0.9401 -5.0718 5.4217  0.251
H 0.8173 -4.2190 6.9730  0.341
H 1.0125 -3.3107 5.4527  0.282
C -3.0299 1.1227 -2.1103  -1.389
Ge -2.3104 -0.2404 -0.8406  0.695
C -3.2162 0.1082 0.8680  -0.422
C -3.0380 -1.9738 -1.4333  -0.944
C -0.3743 -0.3328 -1.0757  -1.166
H -4.0293 0.8397 -2.4507  0.539
H -2.3846 1.2271 -2.9871  0.295
H -3.1096 2.0976 -1.6204  0.300
H -4.1099 0.7125 0.6822  0.427
H -2.5859 0.6022 1.5989  0.262
H -3.5172 -0.8436 1.3041  -0.428
H -4.1297 -1.9433 -1.4800  0.397
H -2.7369 -2.7384 -0.7149  -0.214
H -2.6514 -2.2588 -2.4142  0.431
H -0.2239 -0.1842 -2.1529  0.291
H -0.1408 -1.3795 -0.8924  0.532
N -4.9168 8.9747 -4.0299  -0.549
C -4.2157 8.0841 -3.8375  0.085
C -3.3397 6.9675 -3.6074  0.498
C -3.2956 5.9210 -4.5258  -0.925
C -2.4549 4.8468 -4.3091  -0.461
C -1.6405 4.8199 -3.1813  0.814
C -1.6790 5.8655 -2.2632  -0.219
C -2.5328 6.9312 -2.4721  -0.872
N -0.7820 3.7302 -2.9659  0.425
C -0.1625 2.9452 -3.9255  -0.339
C 0.5192 1.9947 -3.2450  -1.371
N 0.3104 2.1592 -1.8928  0.657
C -0.4542 3.2016 -1.7542  -0.897
H -3.9340 5.9456 -5.3982  0.408
H -2.4479 4.0114 -4.9951  0.424
H -1.0263 5.8509 -1.4012  0.528
H -2.5653 7.7466 -1.7627  0.428
H -0.2297 3.1649 -4.9752  0.515
H 1.1612 1.2150 -3.6160  0.494
H -0.8242 3.5820 -0.8186  0.414

Atomic forces in eV per Å
-0.4 0.5 0.0
0.0 -0.1 -0.1
0.0 -0.1 0.1
0.1 0.0 -0.3
0.2 -0.1 0.0
-0.1 0.0 0.0
0.2 0.0 -0.1
0.0 -0.1 0.0
0.0 0.0 0.0
-0.1 0.0 0.1
0.0 0.0 0.0
0.0 0.0 0.0
0.0 0.0 0.0
0.0 0.0 0.0
0.0 -0.1 0.1
0.0 -0.1 0.0
0.0 0.0 0.0
0.0 0.0 0.0
0.0 0.0 0.0
0.0 0.0 0.0
0.0 0.0 0.0
0.0 0.0 0.0
0.0 0.0 0.0
0.0 0.0 0.0
0.0 0.0 0.0
0.0 0.0 0.0
0.0 0.0 0.0
0.0 0.0 0.0
0.0 0.0 0.0
0.0 0.0 0.0
0.0 0.0 0.0
0.0 0.0 0.0
0.0 0.0 0.0
0.0 0.0 0.0
0.0 0.0 0.0
0.0 0.0 0.0
0.0 0.0 0.0
0.0 0.0 0.0
0.0 0.0 0.0
0.0 0.0 0.0
0.0 0.0 0.0
0.0 0.0 0.0
0.0 0.0 0.0
0.0 0.0 0.0
0.0 0.0 0.0
0.0 0.0 0.0
0.0 0.0 0.0
0.0 0.0 0.0
0.0 0.0 0.0
0.0 0.0 0.0
0.0 0.0 0.0
0.0 0.0 0.0
0.0 0.1 0.0
0.0 -0.1 0.0
0.0 0.0 -0.1
0.2 0.0 0.2
0.0 0.0 0.0
0.0 0.0 0.0
0.0 0.0 0.0
0.0 0.0 0.0
0.0 0.0 0.0
0.0 0.0 0.0
0.0 0.0 0.0
0.0 0.0 0.0
0.0 0.0 0.0
-0.1 -0.2 -0.1
-0.1 0.0 0.1
0.0 0.0 0.0
0.0 0.0 0.0
0.0 0.0 0.0
0.0 0.0 0.0
0.0 0.0 0.0
0.0 0.0 0.0
0.0 0.0 0.0
0.0 0.0 0.0
0.1 0.0 0.0
0.0 0.0 0.0
0.0 0.0 0.0
0.2 0.0 0.1
-0.1 0.0 0.0
0.0 0.0 0.0
0.0 0.0 0.0
0.0 0.0 0.0
0.0 0.0 0.0
0.0 0.0 0.0
0.0 0.0 0.0
0.0 0.0 0.0

=====

Record 4
CH2BrO2S | ωB97M-V with the def2-TZVPD basis set

Properties
Total charge = -1
Orbital gap = 6.94 eV

Each line ends with the Mulliken charge.
CARTESIAN COORDINATES (ANGSTROEM)
C -0.1832 0.5332 0.5782  -0.709
O 0.1197 -2.1243 -0.1987  -0.595
O 0.7249 -0.2628 -1.6956  -0.617
S 0.8531 -0.8601 -0.3349  0.459
Br -1.9891 0.9043 -0.1213  -0.226
H -0.0934 0.5038 1.6015  0.454
H 0.5679 1.3059 0.1709  0.235

Atomic forces in eV per Å
2.1 0.7 -3.7
-0.2 -0.6 0.2
0.4 -0.4 0.0
-0.9 1.1 -0.2
0.8 -0.2 0.5
-0.5 -0.2 2.5
-1.7 -0.5 0.7